Entry 1:
15
Properties=species:S:1:pos:R:3:mulliken_charge:R:1 method="wB97M-V/def2-TZVPD" e_above_lowest_kj_mol=547.2 lumo_energy_ev="0.106 / 0.106" gap_ha="0.3080 / 0.3080"
C 1.48 2.28 0.38 -0.731
H -2.31 -2.42 -0.61 0.302
C 0.88 1.34 -0.58 -0.301
N -1.11 -0.84 0.22 -0.267
H 2.32 2.92 0.07 0.313
N 2.41 -0.82 0.38 -0.442
H 0.60 2.93 0.53 0.289
C -2.38 -1.47 -0.06 -0.694
H 1.18 1.65 -1.60 0.163
H -2.99 -0.77 -0.63 0.261
H -2.89 -1.64 0.89 0.245
C -0.07 -1.50 -0.05 0.118
C 1.27 -0.97 0.17 0.179
H 1.68 1.82 1.35 0.243
H -0.07 -2.52 -0.46 0.321

Entry 2:
15
Properties=species:S:1:pos:R:3:mulliken_charge:R:1 method="wB97M-V/def2-TZVPD" e_above_lowest_kj_mol=253.8 lumo_energy_ev=0.739 gap_ha=0.3745 smiles=CC1(C#N)CNC1
H 0.45 1.86 1.29 0.248
C 0.47 -0.20 -0.08 1.351
H 0.39 1.49 -1.44 0.307
C -0.10 -1.60 0.10 -1.408
H 0.43 -2.34 -0.48 0.387
H -0.16 -1.97 1.15 0.310
H -0.88 0.62 1.98 0.273
C -0.28 0.66 -1.14 -0.850
N -1.13 1.34 -0.14 -0.479
H -1.15 -1.57 -0.22 0.344
C 1.87 -0.19 0.07 -0.085
H -1.94 0.73 -0.18 0.304
C -0.27 0.92 1.05 -0.549
H -0.71 0.34 -2.10 0.304
N 3.00 -0.07 0.15 -0.455

Entry 3:
15
Properties=species:S:1:pos:R:3:mulliken_charge:R:1 method="wB97M-V/def2-TZVPD" e_above_lowest_kj_mol=216.6 lumo_energy_ev=0.943 gap_ha=0.3402 smiles="[H]/N=C/C(N)=C=CC"
H -0.09 3.29 0.72 0.242
H 1.10 -1.03 -1.87 0.303
H 2.05 -1.29 1.09 0.321
H -2.37 -1.27 -0.19 0.260
H -2.89 -0.08 0.84 0.226
H -2.03 2.24 0.33 0.401
C -1.05 1.74 0.28 -0.300
C 2.21 -1.41 0.01 -0.980
C 1.08 -0.86 -0.80 -0.206
H 2.31 -2.47 -0.23 0.291
N 0.06 2.30 0.52 -0.570
C -1.12 0.31 -0.04 0.255
H 3.15 -0.90 -0.26 0.283
N -2.41 -0.27 -0.03 -0.602
C -0.02 -0.32 -0.36 0.074

Entry 4:
15
Properties=species:S:1:pos:R:3:mulliken_charge:R:1 method="wB97M-V/def2-TZVPD" e_above_lowest_kj_mol=411.9 lumo_energy_ev="-0.716 / -0.481" gap_ha="0.2839 / 0.2834"
H -0.99 1.51 0.01 0.415
C -1.87 -1.32 1.36 -0.958
H -2.13 -1.40 0.30 0.231
H -2.34 -2.13 1.92 0.302
H -2.23 -0.36 1.74 0.236
C 0.98 1.32 1.08 -0.170
C 2.07 0.15 -0.19 -0.656
H 1.32 0.65 -2.78 0.235
N 0.56 0.43 -2.16 -0.477
N 2.03 0.48 1.09 -0.408
C 0.80 0.48 -0.82 0.965
H 2.94 -0.30 -0.67 0.397
H -0.33 0.80 -2.47 0.240
C -0.04 1.01 0.18 -0.552
H -0.79 -1.36 1.48 0.200

Entry 5:
15
Properties=species:S:1:pos:R:3:mulliken_charge:R:1 method="wB97M-V/def2-TZVPD" e_above_lowest_kj_mol=304.0 lumo_energy_ev=0.865 gap_ha=0.3191 smiles=Cc1cc(N)c[nH]1
H 1.14 1.72 0.82 0.221
H -0.67 -0.31 -1.55 0.148
C 0.89 -0.17 -0.06 0.562
H 2.43 -1.68 -0.14 0.306
H -3.02 -0.50 0.65 0.276
C -0.27 -0.83 -0.57 -0.793
C 2.32 -0.62 0.10 -1.247
C -1.35 0.05 -0.16 0.488
H -2.75 -1.22 -0.76 0.352
H -1.32 2.16 0.56 0.410
N 0.51 1.03 0.45 -0.005
H 3.01 -0.05 -0.53 0.299
H 2.66 -0.50 1.14 0.322
C -0.86 1.22 0.35 -0.663
N -2.71 -0.31 -0.30 -0.676

Entry 6:
15
Properties=species:S:1:pos:R:3:mulliken_charge:R:1 method="wB97M-V/def2-TZVPD" e_above_lowest_kj_mol=514.0 lumo_energy_ev=0.959 gap_ha=0.3548
H -0.64 -1.71 -0.89 0.292
C 0.30 2.03 -0.85 -0.636
C -0.02 -0.23 0.64 0.401
H 0.54 -0.37 1.57 0.313
H -1.56 1.03 1.48 0.368
C -1.48 0.10 0.92 -1.523
H -2.04 0.22 -0.01 0.362
C 0.27 -1.35 -0.40 -0.560
N 1.45 2.13 -0.27 -0.274
H -1.95 -0.70 1.51 0.398
H 1.80 1.10 0.20 0.321
C 0.66 0.66 -0.40 0.440
N 1.06 -0.41 -1.25 -0.430
H 0.74 -0.30 -2.20 0.265
H 0.86 -2.20 -0.05 0.265

Entry 7:
15
Properties=species:S:1:pos:R:3:mulliken_charge:R:1 method="wB97M-V/def2-TZVPD" e_above_lowest_kj_mol=169.3 lumo_energy_ev=0.915 gap_ha=0.3839 smiles=C[C@H]1[C@@H](C#N)N1C
H -0.36 -0.46 -2.07 0.351
C -1.57 -0.31 -0.22 -1.280
C 1.09 -0.99 0.90 -0.755
N 1.02 -0.47 -0.45 -0.256
H 0.24 -0.74 1.54 0.279
H 2.00 -0.61 1.38 0.299
C -0.28 -0.17 -1.02 0.010
H 1.16 -2.08 0.81 0.282
H -1.43 -0.29 0.87 0.330
H -2.06 -1.26 -0.46 0.348
C 0.70 0.93 -0.71 0.029
H 1.29 1.39 -1.51 0.336
C 0.37 1.88 0.32 0.156
N 0.08 2.69 1.09 -0.454
H -2.25 0.50 -0.47 0.324

Entry 8:
15
Properties=species:S:1:pos:R:3:mulliken_charge:R:1 method="wB97M-V/def2-TZVPD" e_above_lowest_kj_mol=125.3 lumo_energy_ev=1.008 gap_ha=0.3674 smiles=CCn1ccnc1
H -1.49 0.61 -1.78 0.343
H 0.11 0.11 2.07 0.392
C 0.88 1.07 -0.29 -0.500
H 0.38 -0.82 -0.84 0.270
C -1.34 0.20 -0.79 -0.260
N -1.97 -0.84 -0.32 -0.511
H 1.82 -0.73 0.48 0.238
C 1.37 -0.37 -0.46 -0.748
H 1.39 1.67 0.48 0.292
H 2.06 -0.59 -1.26 0.379
C -0.57 -0.03 1.24 -0.299
H -1.79 -1.82 1.59 0.407
H 0.89 1.64 -1.22 0.308
N -0.52 0.82 0.14 -0.045
C -1.47 -1.00 0.96 -0.266

Entry 9:
15
Properties=species:S:1:pos:R:3:mulliken_charge:R:1 method="wB97M-V/def2-TZVPD" e_above_lowest_kj_mol=490.3 lumo_energy_ev="0.230 / 0.230" gap_ha="0.2993 / 0.2991"
H -2.76 -1.21 -1.17 0.235
C -1.31 -0.29 0.11 0.089
H 2.34 1.97 0.20 0.350
H -3.31 -1.00 0.60 0.295
H 2.32 -0.75 -1.24 0.290
N -0.56 0.52 -0.47 -0.405
C 1.45 1.91 -0.31 -0.917
C 2.56 -1.16 -0.27 -0.298
H -0.89 -0.85 0.91 0.434
N 1.75 -0.81 0.63 -0.502
H 3.23 -1.99 0.01 0.273
H -3.26 0.34 -0.36 0.312
H 1.21 2.87 -0.64 0.366
C -2.72 -0.53 -0.24 -0.925
C 0.66 0.85 -0.16 0.404

Entry 10:
15
Properties=species:S:1:pos:R:3:mulliken_charge:R:1 method="wB97M-V/def2-TZVPD" e_above_lowest_kj_mol=388.3 lumo_energy_ev=0.686 gap_ha=0.3686 smiles="[H]/N=C/C=N/[H].C#CC"
C -0.25 -0.07 -1.44 0.138
H 2.11 0.51 0.48 0.455
H -2.12 -0.52 -2.27 0.298
H 2.38 -1.74 1.19 0.266
H 1.85 -0.62 -2.01 0.414
N 1.60 -1.20 1.58 -0.623
C 0.15 0.70 1.33 -0.133
H 0.33 1.77 1.30 0.330
H -2.08 -0.39 -0.48 0.347
C -1.69 0.03 -1.42 -1.140
N -0.90 0.17 1.79 -0.534
C 0.91 -0.41 -1.57 -0.241
H -2.00 1.08 -1.48 0.283
H -1.63 0.83 2.04 0.252
C 1.35 -0.13 0.95 -0.111

Entry 11:
15
Properties=species:S:1:pos:R:3:mulliken_charge:R:1 method="wB97M-V/def2-TZVPD" e_above_lowest_kj_mol=16.3 lumo_energy_ev=0.881 gap_ha=0.3529 smiles=CCn1ccnc1
H 0.44 0.69 1.75 0.329
H -1.46 2.27 -2.40 0.380
N -0.28 0.26 -0.14 0.173
H 0.14 -1.44 -1.38 0.273
H 2.08 -0.85 0.65 0.342
C -1.05 1.48 -1.79 -0.450
H -0.96 2.24 0.33 0.356
C 0.09 -0.19 1.19 -0.228
H 0.88 -2.16 0.66 0.330
C -0.81 1.50 -0.44 -0.230
H -0.79 -0.59 1.71 0.228
C 1.20 -1.24 1.16 -1.225
N -0.69 0.27 -2.32 -0.629
C -0.24 -0.43 -1.31 -0.014
H 1.48 -1.50 2.19 0.367

Entry 12:
15
Properties=species:S:1:pos:R:3:mulliken_charge:R:1 method="wB97M-V/def2-TZVPD" charge=+2 e_above_lowest_kj_mol=334.0 lumo_energy_ev="-11.937 / -11.498" gap_ha="0.2332 / 0.2698" smiles="C=[N+]1C=[NH+]C=C1C"
C -1.29 -1.05 0.07 -0.102
H -1.61 2.28 0.02 0.393
C -1.28 1.22 -0.11 -0.100
N 0.08 -0.83 -0.01 0.144
H 1.71 2.17 -0.61 0.367
N -2.03 0.11 -0.06 0.015
H 0.55 -2.83 -0.08 0.261
C 0.45 0.51 -0.25 0.258
C 1.60 1.29 0.05 -0.914
C 0.88 -1.86 -0.11 -0.004
H -3.08 0.24 -0.08 0.345
H 1.88 -1.81 -0.23 0.270
H 1.33 1.88 0.99 0.318
H 2.62 0.70 0.10 0.361
H -1.82 -2.02 0.31 0.389